Density functional theory data (ωB97M-V with the def2-TZVPD basis set) for a cluster of 5 separate species, C39H90FIN5O4P in total in a non-equilibrium geometry.

Calculated values
**Calculated total energy**: -2853.20578 Ha
**Total charge**: -2
**Maximum force**: 8.67 eV/Å
**Multiplicity**: 1

Each atom is followed by the atoms it is bonded to, with distances in Å.
Positions of all 141 atoms, in Å:
1 C 4.957 3.591 -4.858  C2 1.644, H24 1.185, H25 1.173, H26 1.179
2 C 3.915 3.200 -6.067  C1 1.644, C3 1.673, H27 1.194, H28 1.178
3 C 2.757 2.113 -5.540  C2 1.673, I4 2.186, C5 1.631, H29 1.194
4 I 3.577 0.515 -4.295  C3 2.186
5 C 1.480 2.915 -4.919  C3 1.631, C6 1.635, O23 1.503, H30 1.194
6 C 1.439 3.376 -3.351  C5 1.635, O7 1.470, H31 1.177, H32 1.192
7 O 0.171 2.882 -2.794  C6 1.470, P8 1.778
8 P -1.042 2.281 -3.946  O7 1.778, C9 1.941, C11 1.934, C15 1.906, C20 1.941, O23 1.780
9 C -2.083 2.125 -2.316  P8 1.941, N10 1.482, H33 1.196, H34 1.165
10 N -3.413 1.481 -2.438  C9 1.482, H35 1.041, H36 1.061
11 C -0.051 0.633 -3.741  P8 1.934, C12 1.630, H37 1.176, H38 1.195
12 C -0.959 -0.666 -3.361  C11 1.630, C13 1.675, H39 1.194, H40 1.169
13 C 0.125 -1.924 -3.138  C12 1.675, F14 1.508, H41 1.179, H42 1.170
14 F 0.720 -1.672 -1.775  C13 1.508
15 C -2.344 1.625 -5.175  P8 1.906, C16 1.593, H43 1.195, H44 1.201
16 C -3.412 2.582 -5.868  C15 1.593, C17 1.654, H45 1.166, H46 1.202
17 C -4.878 2.809 -5.136  C16 1.654, C18 1.641, C19 1.638, H47 1.199
18 C -4.905 3.993 -4.001  C17 1.641, H48 1.195, H49 1.168, H50 1.166
19 C -5.674 1.434 -4.735  C17 1.638, H51 1.194, H52 1.166, H53 1.181
20 C -1.322 4.181 -4.223  P8 1.941, O21 1.365, O22 1.483
21 O -0.999 4.818 -5.387  C20 1.365
22 O -1.808 5.139 -3.202  C20 1.483
23 O 0.089 2.495 -5.303  C5 1.503, P8 1.780
24 H 4.368 3.659 -3.832  C1 1.185
25 H 5.826 2.803 -4.841  C1 1.173
26 H 5.398 4.658 -5.098  C1 1.179
27 H 4.539 2.755 -6.983  C2 1.194
28 H 3.445 4.201 -6.471  C2 1.178
29 H 2.373 1.594 -6.544  C3 1.194
30 H 1.523 3.972 -5.473  C5 1.194
31 H 1.521 4.538 -3.184  C6 1.177
32 H 2.262 2.791 -2.716  C6 1.192
33 H -1.413 1.430 -1.610  C9 1.196
34 H -2.194 3.114 -1.710  C9 1.165
35 H -3.410 0.475 -2.704  N10 1.041
36 H -3.936 1.630 -1.527  N10 1.061
37 H 0.812 0.698 -2.944  C11 1.176
38 H 0.490 0.340 -4.766  C11 1.195
39 H -1.648 -1.049 -4.257  C12 1.194
40 H -1.553 -0.608 -2.356  C12 1.169
41 H -0.464 -2.945 -3.122  C13 1.179
42 H 1.020 -1.892 -3.891  C13 1.170
43 H -2.908 0.629 -4.833  C15 1.195
44 H -1.663 1.212 -6.074  C15 1.201
45 H -3.090 3.631 -6.263  C16 1.166
46 H -3.728 2.006 -6.874  C16 1.202
47 H -5.541 3.263 -6.026  C17 1.199
48 H -5.974 4.516 -4.105  C18 1.195
49 H -4.129 4.806 -4.320  C18 1.168
50 H -4.837 3.636 -2.893  C18 1.166
51 H -6.421 1.730 -3.852  C19 1.194
52 H -5.016 0.566 -4.319  C19 1.166
53 H -6.371 1.066 -5.615  C19 1.181
54 C 2.627 -3.177 4.675  C55 1.525, H61 1.097, H62 1.096, H63 1.095
55 C 3.175 -2.227 3.615  C54 1.525, N56 1.463, H64 1.096, H65 1.095
56 N 3.679 -2.899 2.417  C55 1.463, C57 1.466, C59 1.466
57 C 4.454 -2.017 1.539  N56 1.466, C58 1.525, H66 1.097, H67 1.098
58 C 3.720 -0.851 0.885  C57 1.525, H68 1.090, H69 1.095, H70 1.093
59 C 2.744 -3.796 1.731  N56 1.466, C60 1.523, H71 1.096, H72 1.098
60 C 1.427 -3.204 1.248  C59 1.523, H73 1.094, H74 1.096, H75 1.091
61 H 3.372 -3.932 4.952  C54 1.097
62 H 2.365 -2.617 5.580  C54 1.096
63 H 1.721 -3.690 4.337  C54 1.095
64 H 3.996 -1.672 4.083  C55 1.096
65 H 2.403 -1.489 3.372  C55 1.095
66 H 4.937 -2.614 0.755  C57 1.097
67 H 5.287 -1.604 2.124  C57 1.098
68 H 3.080 -1.186 0.069  C58 1.090
69 H 4.448 -0.158 0.451  C58 1.095
70 H 3.118 -0.283 1.598  C58 1.093
71 H 2.515 -4.630 2.403  C59 1.096
72 H 3.250 -4.270 0.880  C59 1.098
73 H 0.949 -2.565 1.996  C60 1.094
74 H 0.723 -4.013 1.021  C60 1.096
75 H 1.552 -2.631 0.328  C60 1.091
76 C 3.744 -7.752 3.097  C77 1.525, H83 1.097, H84 1.096, H85 1.095
77 C 2.431 -8.483 3.360  C76 1.525, N78 1.463, H86 1.096, H87 1.095
78 N 2.257 -8.913 4.748  C77 1.463, C79 1.466, C81 1.466
79 C 1.144 -9.850 4.930  N78 1.466, C80 1.525, H88 1.097, H89 1.098
80 C -0.264 -9.337 4.645  C79 1.525, H90 1.090, H91 1.095, H92 1.093
81 C 2.366 -7.869 5.771  N78 1.466, C82 1.523, H93 1.096, H94 1.098
82 C 1.417 -6.682 5.671  C81 1.523, H95 1.094, H96 1.096, H97 1.091
83 H 4.603 -8.356 3.416  C76 1.097
84 H 3.854 -7.554 2.025  C76 1.096
85 H 3.787 -6.787 3.612  C76 1.095
86 H 2.426 -9.367 2.712  C77 1.096
87 H 1.603 -7.850 3.025  C77 1.095
88 H 1.172 -10.256 5.949  C79 1.097
89 H 1.323 -10.718 4.282  C79 1.098
90 H -0.620 -8.680 5.438  C80 1.090
91 H -0.959 -10.182 4.600  C80 1.095
92 H -0.332 -8.811 3.690  C80 1.093
93 H 3.392 -7.485 5.760  C81 1.096
94 H 2.262 -8.320 6.767  C81 1.098
95 H 1.335 -6.288 4.654  C82 1.094
96 H 1.784 -5.865 6.303  C82 1.096
97 H 0.418 -6.930 6.031  C82 1.091
98 C 6.291 5.521 4.164  C99 1.525, H105 1.097, H106 1.096, H107 1.095
99 C 6.048 4.087 4.625  C98 1.525, N100 1.463, H108 1.096, H109 1.095
100 N 4.958 3.412 3.920  C99 1.463, C101 1.466, C103 1.466
101 C 4.547 2.155 4.553  N100 1.466, C102 1.525, H110 1.097, H111 1.098
102 C 5.565 1.019 4.593  C101 1.525, H112 1.090, H113 1.095, H114 1.093
103 C 5.056 3.370 2.458  N100 1.466, C104 1.523, H115 1.096, H116 1.098
104 C 6.294 2.720 1.853  C103 1.523, H117 1.094, H118 1.096, H119 1.091
105 H 5.373 6.118 4.229  C98 1.097
106 H 7.045 5.996 4.802  C98 1.096
107 H 6.662 5.563 3.135  C98 1.095
108 H 5.804 4.136 5.693  C99 1.096
109 H 6.987 3.529 4.549  C99 1.095
110 H 3.629 1.789 4.077  C101 1.097
111 H 4.252 2.378 5.587  C101 1.098
112 H 5.680 0.549 3.617  C102 1.090
113 H 5.217 0.240 5.279  C102 1.095
114 H 6.545 1.348 4.947  C102 1.093
115 H 4.994 4.397 2.082  C103 1.096
116 H 4.165 2.880 2.045  C103 1.098
117 H 7.220 3.033 2.344  C104 1.094
118 H 6.378 3.003 0.798  C104 1.096
119 H 6.235 1.631 1.880  C104 1.091
120 C -6.551 4.386 -0.120  C121 1.525, H127 1.097, H128 1.096, H129 1.095
121 C -7.253 3.244 -0.849  C120 1.525, N122 1.463, H130 1.096, H131 1.095
122 N -7.866 2.257 0.040  C121 1.463, C123 1.466, C125 1.466
123 C -8.283 1.033 -0.650  N122 1.466, C124 1.525, H132 1.097, H133 1.098
124 C -9.388 1.154 -1.694  C123 1.525, H134 1.090, H135 1.095, H136 1.093
125 C -8.821 2.773 1.025  N122 1.466, C126 1.523, H137 1.096, H138 1.098
126 C -10.028 3.540 0.502  C125 1.523, H139 1.094, H140 1.096, H141 1.091
127 H -5.807 4.003 0.589  C120 1.097
128 H -6.030 5.025 -0.841  C120 1.096
129 H -7.258 5.019 0.425  C120 1.095
130 H -6.492 2.746 -1.462  C121 1.096
131 H -7.982 3.668 -1.548  C121 1.095
132 H -8.578 0.279 0.090  C123 1.097
133 H -7.400 0.605 -1.144  C123 1.098
134 H -10.366 1.287 -1.231  C124 1.090
135 H -9.440 0.230 -2.280  C124 1.095
136 H -9.214 1.973 -2.396  C124 1.093
137 H -8.278 3.425 1.718  C125 1.096
138 H -9.175 1.949 1.658  C125 1.098
139 H -9.765 4.266 -0.273  C126 1.094
140 H -10.490 4.100 1.322  C126 1.096
141 H -10.794 2.872 0.109  C126 1.091